Entry 1:
Formula: C44H65BrClFIN4O7RbSi2Te
Source: the Open Molecules 2025 dataset
Level of theory: wB97M-V/def2-TZVPD

Its calculated total energy is -6764.390458 Ha. The spin multiplicity is 1. As for the net charge: 0. For the largest force on an atom, the calculation gives 0.96 eV/Å. Its energy relative to the best compared isomer or geometry (same formula, charge and spin) is 28.2 kJ/mol. The calculation puts the LUMO energy at 0.0046 Ha. For the HOMO energy, the calculation gives -6.985 eV. As for the HOMO-LUMO gap: 0.2613 Ha.

```
128
Properties=species:S:1:pos:R:3:forces:R:3:lowdin_charge:R:1
Rb 0.56877 1.14112 0.25202 0.80 0.44 0.30 0.83
C -6.37327 -1.65402 2.42407 0.04 0.05 -0.05 -0.04
C -5.44050 -1.79741 3.62076 0.15 0.10 -0.05 -0.30
C -6.16578 -1.43861 4.90432 0.04 0.13 0.06 -0.15
C -5.24162 -1.58229 6.10060 0.04 0.05 -0.04 -0.13
C -4.02204 -0.71933 5.91144 -0.14 -0.07 -0.01 -0.14
C -3.34792 -0.19701 6.98794 -0.05 -0.05 0.09 0.05
C -2.20854 0.57940 6.79604 -0.07 -0.04 0.04 -0.26
F -1.58388 1.06504 7.88229 0.05 0.04 0.10 0.07
C -1.72364 0.84701 5.55510 0.14 0.11 -0.11 0.08
C -2.39964 0.33387 4.43970 -0.01 -0.01 -0.11 -0.04
C -1.85132 0.59462 3.10633 0.13 0.05 0.01 -0.29
O -0.79645 1.23895 2.94179 -0.14 -0.15 -0.07 -0.07
C -2.58391 0.01884 2.02371 -0.01 -0.02 -0.03 -0.03
C -3.69286 -0.72175 2.26099 -0.03 -0.11 0.06 0.02
N -4.22075 -0.94711 3.48819 -0.06 0.00 0.06 0.03
C -3.55786 -0.43981 4.60796 -0.07 -0.14 -0.16 -0.06
C -2.05742 0.20841 0.61839 -0.43 -0.19 -0.11 -0.70
O -1.44950 -0.76874 0.10820 -0.29 0.23 0.13 -0.09
O -2.21087 1.33833 0.09832 -0.12 -0.33 0.19 -0.13
H -7.33244 -2.10729 2.67710 0.03 0.01 -0.01 0.09
H -6.00533 -2.15703 1.52947 -0.01 0.03 0.05 0.08
H -6.54122 -0.59965 2.19016 -0.02 -0.06 0.02 0.10
H -5.11175 -2.83741 3.69010 0.09 -0.07 0.01 0.15
H -7.03384 -2.08960 5.00130 -0.02 -0.01 0.01 0.12
H -6.52586 -0.40731 4.82942 -0.04 -0.02 0.02 0.14
H -4.93990 -2.62997 6.19596 0.02 -0.01 0.02 0.13
H -5.74842 -1.31139 7.02731 0.01 0.01 -0.01 0.12
H -3.69556 -0.39215 7.99682 0.04 0.03 -0.06 0.13
H -0.83226 1.44612 5.40919 -0.09 -0.06 0.00 0.14
H -4.20635 -1.19166 1.43476 0.01 0.03 0.02 0.13
O -1.16208 3.79353 0.28132 0.08 0.04 0.29 -0.32
H -1.60698 2.92630 0.37983 -0.28 -0.01 -0.08 -0.04
H -1.83853 4.44675 0.48154 0.02 0.05 -0.01 0.05
O 0.19364 -0.50705 -2.05855 0.11 -0.18 -0.01 -0.19
H -0.51884 -0.57550 -1.38170 -0.15 -0.24 -0.10 -0.03
H -0.04646 -1.14537 -2.73356 0.02 -0.08 -0.01 0.03
O 1.92869 1.13121 3.46978 -0.06 -0.05 -0.01 -0.10
H 0.95353 1.11113 3.42274 0.06 0.06 0.03 -0.02
H 2.12588 2.00686 3.82001 0.03 -0.03 -0.05 0.01
Br 1.03147 6.91532 4.54791 -0.01 -0.06 -0.08 0.72
C 2.65492 6.07374 4.05647 0.07 -0.07 -0.03 -0.74
C 3.80322 6.49045 4.71857 0.02 -0.03 0.00 -0.14
C 5.02517 5.90561 4.42751 0.03 0.06 0.05 -0.09
C 5.10041 4.90125 3.47532 -0.01 -0.05 -0.03 -0.09
C 3.95404 4.48945 2.81304 0.04 -0.01 0.01 -0.16
C 2.71873 5.07195 3.08916 0.00 -0.04 0.07 -0.72
I 1.05624 4.39788 2.01359 0.02 0.36 0.09 1.12
H 3.72885 7.26931 5.46594 0.00 -0.02 -0.03 0.10
H 5.91641 6.23662 4.94884 -0.08 -0.02 -0.03 0.11
H 6.05047 4.43430 3.24580 -0.04 0.01 0.00 0.11
H 4.01062 3.70208 2.07046 0.00 0.04 0.02 0.09
C 1.57934 -3.76632 -1.87364 -0.03 -0.02 0.02 -0.02
C 2.89431 -4.28327 -2.46216 0.09 0.03 -0.05 -0.50
C 2.59580 -5.66469 -3.06421 0.02 -0.11 -0.05 -0.05
C 3.31919 -3.38161 -3.63552 -0.02 -0.05 0.07 -0.04
C 4.05553 -4.39658 -1.41276 -0.21 0.20 0.12 -0.40
O 5.19322 -4.99239 -2.08208 -0.16 0.09 -0.03 -0.04
C 3.76974 -5.32401 -0.19751 -0.03 -0.12 -0.07 -0.09
C 3.15441 -4.88268 1.14380 -0.03 0.18 -0.04 -0.12
C 1.65126 -4.78980 1.22413 0.01 -0.01 -0.04 -0.24
C 1.01401 -3.59357 1.53086 -0.02 0.09 -0.05 -0.02
C -0.37256 -3.50259 1.57459 0.00 0.00 0.00 -0.08
C -1.12617 -4.63617 1.32563 0.04 0.11 0.01 -0.65
Cl -2.87096 -4.54789 1.37113 0.04 0.04 0.02 0.65
C -0.52024 -5.84740 1.04059 -0.03 -0.12 -0.02 -0.10
C 0.86276 -5.91410 0.99409 0.02 -0.11 -0.01 -0.05
C 4.75934 -3.06309 -1.02319 -0.07 0.26 0.12 -0.03
N 4.09694 -1.92562 -0.36443 -0.03 -0.20 -0.09 -0.08
C 3.50019 -0.83981 -0.89426 0.00 -0.30 0.10 -0.15
N 3.14413 0.00391 0.05215 0.36 -0.29 0.18 -0.01
C 3.58008 -0.61512 1.18981 0.15 -0.03 -0.04 -0.21
N 4.18408 -1.76677 0.98479 -0.35 0.09 -0.28 0.10
H 0.86988 -3.61562 -2.69496 0.05 0.00 0.06 0.09
H 1.67391 -2.81569 -1.35099 0.04 0.03 0.02 0.07
H 1.13036 -4.48857 -1.18857 0.06 0.08 -0.08 0.08
H 1.75313 -5.56684 -3.75272 0.04 -0.02 0.03 0.09
H 2.30643 -6.40169 -2.31141 0.01 0.04 -0.07 0.08
H 3.43523 -6.05619 -3.64715 -0.06 0.02 0.05 0.09
H 2.62051 -3.51593 -4.46532 0.02 0.02 0.05 0.09
H 4.31915 -3.63501 -3.99074 -0.03 -0.01 0.01 0.09
H 3.29806 -2.32439 -3.37632 0.02 0.06 0.05 0.06
H 4.99086 -5.91677 -2.25281 -0.02 -0.05 0.01 0.09
H 4.76160 -5.70795 0.04461 0.04 -0.03 0.06 0.12
H 3.19762 -6.18038 -0.56510 0.08 -0.02 0.02 0.10
H 3.59253 -3.94615 1.47429 0.05 0.10 0.02 0.08
H 3.47262 -5.63245 1.87313 0.02 -0.03 -0.02 0.12
H 1.60924 -2.70292 1.71310 -0.04 -0.07 -0.01 0.11
H -0.85993 -2.55559 1.76065 -0.01 0.01 -0.02 0.09
H -1.12579 -6.72613 0.85797 0.02 0.03 0.01 0.10
H 1.33551 -6.86702 0.76810 -0.04 0.08 0.03 0.12
H 5.21168 -2.68178 -1.93281 0.05 0.04 -0.09 0.13
H 5.56730 -3.35032 -0.35838 0.11 0.05 0.07 0.14
H 3.33171 -0.69025 -1.94975 0.01 -0.12 0.06 0.13
H 3.43930 -0.19957 2.18057 0.01 -0.02 -0.14 0.10
C -3.90855 0.66723 -5.86644 -0.05 -0.16 -0.22 -0.19
Si -3.35884 1.69552 -4.40564 0.04 0.00 -0.06 0.36
C -4.11081 0.99091 -2.85694 -0.02 -0.11 0.27 -0.18
C -3.93190 3.45250 -4.65678 -0.07 0.22 -0.06 -0.19
C -1.48723 1.65472 -4.31820 0.18 -0.09 0.03 -0.57
Te -0.70445 2.69257 -2.61265 -0.14 0.35 -0.63 1.29
C 1.20328 3.07126 -3.54904 0.06 -0.10 0.09 -0.57
Si 1.27403 4.76305 -4.33396 0.00 0.02 0.00 0.35
C 1.12526 6.04048 -2.98538 0.00 0.16 0.21 -0.18
C -0.10554 4.97021 -5.57066 -0.21 -0.03 -0.19 -0.19
C 2.90762 4.98372 -5.21387 0.26 0.01 -0.12 -0.19
H -5.00018 0.70205 -5.97594 0.17 -0.02 -0.01 0.03
H -3.61553 -0.38293 -5.74014 -0.06 0.15 -0.05 0.03
H -3.46272 1.03414 -6.79986 -0.09 -0.07 0.13 0.03
H -5.20285 1.08212 -2.89726 0.12 -0.03 0.04 0.03
H -3.75116 1.50476 -1.95678 -0.07 -0.08 -0.09 0.02
H -3.85886 -0.07215 -2.74591 -0.05 0.16 0.00 0.04
H -5.02661 3.51486 -4.61083 0.17 0.01 -0.02 0.03
H -3.61199 3.83251 -5.63548 -0.05 -0.03 0.15 0.03
H -3.51729 4.10869 -3.88463 -0.06 -0.03 -0.08 0.02
H -1.08030 2.16401 -5.19872 -0.03 -0.04 0.08 0.01
H -1.10085 0.63073 -4.30172 -0.02 0.10 0.00 0.00
H 1.36625 2.25182 -4.25561 -0.02 0.04 0.09 0.02
H 1.96168 2.98280 -2.76291 -0.03 -0.02 -0.09 0.01
H 0.26083 5.82640 -2.34598 0.10 0.06 -0.07 0.02
H 0.99770 7.04531 -3.40509 0.03 -0.12 0.07 0.03
H 2.02213 6.04992 -2.35227 -0.15 0.01 -0.08 0.04
H -1.07947 4.80957 -5.09341 0.10 0.04 -0.09 0.01
H -0.00727 4.26282 -6.40483 -0.03 0.12 0.12 0.04
H -0.09208 5.98429 -5.98799 -0.02 -0.13 0.03 0.04
H 3.74782 4.87855 -4.51593 -0.11 0.02 -0.12 0.03
H 2.97185 5.97849 -5.67136 0.02 -0.13 0.05 0.03
H 3.03319 4.23787 -6.00872 0.00 0.12 0.10 0.03
```
Positions in Å, forces in eV/Å.



Entry 2:
Formula: C22H26N6O9SV
Source: the Open Molecules 2025 dataset
Level of theory: wB97M-V/def2-TZVPD

Its calculated total energy is -3201.622606 Ha. The spin multiplicity is 4. As for the net charge: 0. For the largest force on an atom, the calculation gives 6.08 eV/Å. Its energy relative to the best compared isomer or geometry (same formula, charge and spin) is 186.0 kJ/mol. The calculation puts the LUMO energy (alpha / beta) at -0.0169 / -0.0178 Ha. For the HOMO energy (alpha / beta), the calculation gives -6.366 / -8.724 eV. As for the HOMO-LUMO gap (alpha / beta): 0.2170 / 0.3028 Ha.

```
65
Properties=species:S:1:pos:R:3:forces:R:3:lowdin_charge:R:1
V 0.82917 -0.36476 -0.22147 0.25 3.41 0.81 0.76
C -1.00958 0.42354 4.85516 0.22 -0.13 -0.09 -0.07
C 0.15404 -0.29389 4.17664 -0.54 -0.29 0.20 -0.25
N 1.11616 0.62609 3.60574 0.34 0.11 -0.60 -0.09
C 2.35620 0.81488 4.34212 0.51 0.16 0.47 -0.19
C 2.12080 1.35764 5.74386 -0.03 0.01 -0.20 -0.07
C 1.01116 1.05587 2.36048 -1.44 -0.60 0.11 -0.64
S -0.43398 0.64514 1.44377 -0.49 0.34 0.43 0.82
N 1.93718 1.86583 1.87203 1.22 0.97 -1.00 0.14
C 2.24797 1.91375 0.59310 -0.07 0.33 2.30 -0.39
O 1.79679 1.11285 -0.27934 2.86 2.66 -1.42 -0.16
C 3.28383 2.88437 0.19789 0.25 0.18 -0.45 -0.13
C 3.35201 4.16579 0.73281 -0.09 -0.22 0.00 -0.02
C 4.35392 5.02827 0.32905 0.03 0.09 0.00 -0.08
C 5.30901 4.61397 -0.58604 0.01 -0.01 -0.03 -0.08
C 5.25776 3.33008 -1.10524 0.12 0.02 -0.06 -0.08
C 4.24439 2.47247 -0.72248 -0.15 -0.10 0.08 -0.02
H -1.69181 -0.32001 5.25738 -0.14 -0.03 0.09 0.08
H -1.54720 1.03565 4.13480 -0.05 0.03 -0.05 0.06
H -0.66188 1.05994 5.66419 -0.01 0.05 0.09 0.06
H -0.24521 -0.92568 3.37289 0.23 0.07 0.27 0.08
H 0.69785 -0.92395 4.88470 -0.06 0.03 -0.11 0.13
H 2.97595 1.51239 3.77872 -0.08 -0.21 0.04 0.12
H 2.85715 -0.15899 4.38632 -0.03 0.22 -0.13 0.11
H 1.50969 2.25513 5.70019 -0.07 0.15 0.08 0.08
H 3.07632 1.61795 6.19051 0.10 -0.01 0.08 0.08
H 1.63338 0.62888 6.38557 -0.07 -0.04 0.12 0.07
H 2.61618 4.46910 1.45799 -0.13 0.07 0.13 0.11
H 4.39543 6.03017 0.72824 -0.01 0.09 0.07 0.10
H 6.09583 5.28989 -0.88842 0.05 0.04 -0.02 0.10
H 6.01238 2.99652 -1.80391 0.03 -0.01 -0.02 0.10
H 4.20927 1.45522 -1.08928 -0.02 0.02 -0.10 0.11
O 1.67515 -6.64005 3.54637 -0.09 -0.07 0.01 0.08
N 0.76440 -6.58957 2.73836 0.10 -0.85 0.48 -0.36
O 0.01081 -7.51320 2.49159 0.00 -0.08 0.04 0.08
C 0.57991 -5.36637 2.02602 -0.47 1.32 -1.16 -0.15
C 1.37760 -4.27035 2.36344 0.01 -0.03 -0.07 0.09
C 1.26112 -3.09182 1.63581 -0.53 -0.64 -0.55 -0.08
C 0.32719 -2.99679 0.54096 -0.18 -1.92 1.13 -0.18
O 0.21639 -1.89442 -0.07177 -2.13 -5.68 -0.32 -0.19
C -0.47410 -4.14413 0.24628 1.49 1.09 1.02 -0.07
C -0.34318 -5.30920 0.98966 0.26 -0.58 0.48 0.09
N -1.38579 -4.07866 -0.82656 -1.02 0.15 -1.22 -0.34
O -2.13620 -5.02842 -1.01390 0.26 0.29 0.08 0.08
O -1.38370 -3.06731 -1.53805 -0.18 -0.74 0.14 0.06
N 2.04042 -2.00437 1.96561 -0.48 -0.67 0.54 -0.32
O 2.19645 -1.01548 1.14589 0.36 1.11 -1.36 -0.15
O 2.63009 -1.97140 3.05936 0.51 -0.18 0.67 0.00
H 2.10333 -4.34774 3.15964 -0.09 0.10 -0.03 0.13
H -0.94090 -6.17048 0.73560 0.00 -0.01 0.05 0.13
C -2.04164 -0.16407 -3.70234 -0.37 0.12 0.34 -0.01
N -0.63212 -0.42344 -3.94171 0.15 0.00 0.45 -0.12
C -0.21475 -0.83251 -5.26515 0.28 -0.19 -0.33 -0.03
C 0.18586 -0.35291 -2.89417 0.13 -0.09 -1.31 -0.44
C 1.63307 -0.76356 -3.03515 -0.19 0.15 0.15 0.05
O -0.23856 0.08742 -1.81178 -0.60 0.22 -0.15 -0.06
H -2.62327 -0.49640 -4.55598 0.05 -0.02 -0.05 0.09
H -2.21459 0.90135 -3.53519 -0.03 -0.08 0.00 0.10
H -2.35976 -0.71780 -2.81682 -0.03 0.10 -0.08 0.10
H -0.98721 -0.56229 -5.98099 0.01 0.03 0.08 0.09
H -0.06775 -1.91465 -5.31685 0.02 0.06 -0.05 0.11
H 0.70092 -0.32066 -5.56326 -0.06 -0.08 0.00 0.10
H 1.84248 -1.30707 -3.95030 0.04 -0.06 0.09 0.08
H 1.88911 -1.40757 -2.18349 0.09 -0.01 -0.18 0.09
H 2.25272 0.13769 -2.98898 -0.04 -0.12 0.03 0.11
```
Positions in Å, forces in eV/Å.



Entry 3:
Formula: C4H8N2O4
Source: the Open Molecules 2025 dataset
Level of theory: wB97M-V/def2-TZVPD

Its calculated total energy is -567.616503 Ha. The spin multiplicity is 1. As for the net charge: 0. For the largest force on an atom, the calculation gives 1.75 eV/Å. Its energy relative to the best compared isomer or geometry (same formula, charge and spin) is 310.3 kJ/mol. The calculation puts the LUMO energy at 0.0102 Ha. For the HOMO energy, the calculation gives -8.101 eV. As for the HOMO-LUMO gap: 0.3079 Ha.

```
18
Properties=species:S:1:pos:R:3:forces:R:3:lowdin_charge:R:1
C 0.92269 -0.26230 2.15483 -0.27 0.37 -0.18 -0.02
C -1.24529 0.19447 0.02041 0.63 0.57 -1.53 -0.45
C -0.12061 -1.07343 2.04952 0.10 -1.19 0.99 -0.28
O -2.18131 -0.75229 -0.24512 -0.13 0.02 0.20 0.03
O -1.58271 1.34877 0.21579 -0.05 -0.33 0.35 0.00
O -0.87760 -1.94962 2.13075 0.33 0.84 -0.40 0.20
H -3.06588 -0.34735 -0.14660 0.21 -0.01 -0.01 0.11
H 0.83684 0.75180 1.79619 0.00 -0.05 -0.05 0.06
H 1.39379 -0.91704 0.25679 -0.16 0.05 -0.49 0.08
H 1.67906 -0.52474 2.88166 -0.07 -0.11 0.00 0.08
C 0.55618 0.09537 -1.11010 -0.92 0.10 0.96 -0.59
N 1.03650 1.34195 -0.76319 -0.16 -0.20 -0.53 0.13
N 0.04484 -0.03927 -2.37947 -0.11 -0.41 -0.15 0.15
O 1.25535 -0.97566 -0.72336 0.39 -0.08 0.15 0.06
H -0.33897 -0.95675 -2.56016 -0.10 0.08 0.08 0.11
H 1.94285 1.34297 -0.31934 -0.44 0.31 0.18 0.11
H 0.29815 2.01344 -0.56378 0.58 0.00 0.36 0.09
H -0.55390 0.70969 -2.69482 0.17 0.03 0.08 0.11
```
Positions in Å, forces in eV/Å.